# 1
Formula: C5H3N5O3S
Source: the OMol25 dataset
Level of theory: wB97M-V/def2-TZVPD

Output
orbital gap = 7.1437 eV
relative energy (zero: lowest compared OMol25 entry of this formula, charge and spin) = 3.468 eV

```
17
Properties=species:S:1:pos:R:3:forces:R:3:nbo_charge:R:1
C -0.1130 -0.4998 -1.2697 1.132 -0.493 2.850 -0.09
C 0.6040 -0.2528 -0.1116 1.107 0.441 -1.823 -0.07
C -1.4951 -0.3266 0.3339 1.180 -1.192 1.603 0.28
C -2.7512 -0.3310 1.1994 0.338 0.597 -2.680 0.42
C -3.5806 0.3436 -0.2538 -0.395 -1.923 -0.417 -0.02
N -1.3748 -0.6923 -0.8995 -1.869 0.758 -1.559 -0.48
N -3.2994 -1.6360 1.0722 -1.400 -2.965 -0.069 -0.08
N -3.9079 -2.0877 0.1140 0.896 0.103 1.946 -0.18
N -0.2642 -0.1317 0.9386 0.301 0.805 1.402 -0.51
N -3.5000 1.7414 -0.3923 -0.509 -1.514 0.146 0.45
O -2.6760 0.2998 2.2195 -0.283 0.919 2.302 -0.65
O -2.5266 2.3401 -0.0646 0.684 0.824 -0.229 -0.30
O -4.6203 2.1233 -0.6507 -0.885 1.531 -0.312 -0.34
S -4.2093 -0.8967 -1.1569 0.255 2.591 -0.078 0.66
H 0.2872 -0.6583 -2.2251 0.230 -0.198 -1.120 0.21
H 1.6686 -0.1270 -0.2717 0.051 0.171 1.492 0.23
H -0.0642 0.0633 2.0143 -0.833 -0.456 -3.453 0.48
```
Forces are in eV/Å.



# 2
Formula: C5H3N5S3
Source: the OMol25 dataset
Level of theory: wB97M-V/def2-TZVPD

Output
orbital gap = 8.3650 eV
structure (SMILES) = N#CS[C@]1(N=C=S)CC(=S)NN=N1

```
16
Properties=species:S:1:pos:R:3:forces:R:3:nbo_charge:R:1
C -2.8535 0.1895 0.7689 0.131 0.890 0.175 0.02
C 1.7112 1.4438 1.2637 -1.744 -0.011 -2.821 0.18
C -0.3026 0.7337 0.4860 -0.209 0.445 -2.143 0.12
C 0.6394 -0.7053 -1.3490 -1.151 -0.985 -0.754 0.09
C -0.3884 0.3331 -1.0110 -0.051 1.673 -0.351 -0.53
N -3.6796 -0.5105 0.3877 -0.215 -0.586 -0.081 -0.29
N 0.7752 1.7310 0.4858 1.040 0.616 2.525 -0.52
N 0.0091 -0.3322 1.3144 -0.183 -1.273 2.382 -0.26
N 1.2147 -1.2727 -0.2611 2.423 -2.879 -2.038 -0.44
N 0.7846 -1.2214 0.9710 -0.752 -0.511 1.550 0.07
S 0.8456 -1.4481 -2.8002 0.015 0.833 0.282 -0.02
S -1.8120 1.4440 1.2519 -0.122 0.246 -0.558 0.37
S 2.8314 0.5504 1.7807 1.895 0.245 1.490 0.21
H -1.4024 -0.0033 -1.2874 0.566 0.134 -0.174 0.28
H -0.0716 1.2834 -1.5351 -0.870 -1.076 0.126 0.29
H 1.6987 -2.2154 -0.4662 -0.773 2.237 0.391 0.43
```
Forces are in eV/Å.



# 3
Formula: C5H3NO
Source: the OMol25 dataset
Level of theory: wB97M-V/def2-TZVPD

Output
orbital gap = 10.0923 eV
structure (SMILES) = N#CC=C=O.C#C
relative energy (zero: lowest compared OMol25 entry of this formula, charge and spin) = 2.903 eV

```
10
Properties=species:S:1:pos:R:3:forces:R:3:nbo_charge:R:1
N -1.8220 -0.7991 -2.1386 0.789 0.073 1.077 -0.31
C -1.2708 -0.8981 -1.1211 -0.401 0.119 -0.646 0.28
C -0.7202 -1.2002 0.1475 -0.303 -0.226 0.440 -0.67
C -0.1136 -0.5760 1.1413 0.311 0.211 0.762 0.81
O 0.3469 -0.3253 2.1759 -0.298 0.009 -0.948 -0.43
C 1.4546 1.5343 0.3046 -0.203 0.049 -0.566 -0.24
C 0.8711 1.4283 -0.7428 0.318 0.164 0.420 -0.24
H -1.0530 -2.0980 0.6595 -0.249 -0.487 -0.444 0.30
H 1.9520 1.5953 1.2490 -0.053 0.059 -0.223 0.25
H 0.3549 1.3389 -1.6753 0.089 0.030 0.127 0.26
```
Forces are in eV/Å.



# 4
Formula: C5H3NO
Source: the OMol25 dataset
Level of theory: wB97M-V/def2-TZVPD

Output
orbital gap = 7.8084 eV
structure (SMILES) = C#CC=C=NC=O
relative energy (zero: lowest compared OMol25 entry of this formula, charge and spin) = 5.798 eV

```
10
Properties=species:S:1:pos:R:3:forces:R:3:nbo_charge:R:1
C 0.4435 1.4048 -0.1861 -2.649 5.552 -0.904 -0.53
C 2.1073 -0.2417 -0.2748 1.731 -3.292 -1.312 -0.13
C -0.7557 0.9408 -0.1315 -5.285 -4.588 0.531 0.65
C 1.4706 0.6066 0.0797 -4.397 4.967 2.434 -0.03
C -1.7187 -1.1038 0.4650 -1.327 -1.945 -1.335 0.50
N -1.7715 0.1436 -0.0900 4.299 4.797 -0.424 -0.53
O -2.5065 -1.9996 0.3027 -0.209 0.726 0.488 -0.53
H 0.6688 2.3466 -0.6784 -0.345 0.253 0.265 0.28
H 2.8173 -0.8167 -0.3352 6.812 -6.097 -0.955 0.18
H -0.7550 -1.2806 0.8485 1.369 -0.373 1.212 0.12
```
Forces are in eV/Å.



# 5
Formula: C5H3NO
Source: the OMol25 dataset
Level of theory: wB97M-V/def2-TZVPD

Output
orbital gap = 9.9039 eV
relative energy (zero: lowest compared OMol25 entry of this formula, charge and spin) = 4.751 eV

```
10
Properties=species:S:1:pos:R:3:forces:R:3:nbo_charge:R:1
C 0.0446 0.5862 2.7995 -0.078 -0.194 -0.847 0.24
C -0.0813 0.3393 1.5394 0.128 0.030 0.469 -0.60
C 0.2580 0.0369 0.1661 -0.060 -0.176 -0.238 -0.21
C 0.5797 -1.1368 -0.4271 0.035 0.059 0.014 0.17
O 0.3710 -1.0468 -1.7437 0.239 -0.190 -0.019 -0.26
N -0.1271 0.2008 -2.0516 0.084 0.291 0.164 -0.10
C -0.1950 0.8381 -0.9188 -0.009 -0.029 -0.287 -0.02
H -1.1882 0.4210 1.5380 -0.394 0.264 1.023 0.33
H 0.9217 -2.0875 -0.0431 -0.036 0.131 -0.104 0.22
H -0.5835 1.8490 -0.8587 0.090 -0.186 -0.176 0.23
```
Forces are in eV/Å.



# 6
Formula: C5H3NO
Source: the OMol25 dataset
Level of theory: wB97M-V/def2-TZVPD

Output
orbital gap = 9.8966 eV
relative energy (zero: lowest compared OMol25 entry of this formula, charge and spin) = 4.454 eV

```
10
Properties=species:S:1:pos:R:3:forces:R:3:nbo_charge:R:1
C -1.0746 -2.6053 0.2843 0.205 0.704 -0.161 0.20
C -0.7182 -1.4029 -0.0069 0.017 -0.476 0.281 -0.55
C -0.0241 -0.1427 0.1266 0.165 0.119 -0.042 -0.22
C 1.1576 0.2018 0.7042 -0.080 -0.083 -0.044 0.17
O 1.4372 1.4796 0.4334 0.127 -0.083 0.215 -0.26
N 0.4346 2.0246 -0.3342 -0.335 -0.148 -0.028 -0.10
C -0.4294 1.0662 -0.5056 0.044 0.199 -0.067 -0.02
H -1.3249 -1.5353 -0.9474 -0.208 -0.310 -0.023 0.33
H 1.8828 -0.3225 1.3105 -0.123 0.008 -0.139 0.22
H -1.3410 1.2364 -1.0651 0.187 0.070 0.008 0.22
```
Forces are in eV/Å.